{
  "formula": "C21H26N4O3",
  "method": "wB97M-V/def2-TZVPD",
  "gap_ev": 8.98,
  "de_lowest_kcal_mol": 93.74,
  "total_charge": 0,
  "e_lumo_ev": 0.74,
  "smiles": "CCN(Cc1ccncc1)Cc1cn[nH]c1-c1cc(OC)c(OC)c(OC)c1",
  "homo_energy_ev": -8.24,
  "elements": ["C", "C", "N", "C", "C", "C", "C", "N", "C", "C", "C", "C", "C", "N", "N", "C", "C", "C", "C", "O", "C", "C", "O", "C", "C", "O", "C", "C", "H", "H", "H", "H", "H", "H", "H", "H", "H", "H", "H", "H", "H", "H", "H", "H", "H", "H", "H", "H", "H", "H", "H", "H", "H", "H"],
  "positions_angstrom": [[-4.816, -0.808, -1.856], [-4.105, 0.142, -0.897], [-2.975, -0.505, -0.250], [-1.810, -0.617, -1.105], [-0.888, -1.713, -0.652], [0.467, -1.690, -0.966], [1.265, -2.741, -0.547], [0.815, -3.766, 0.157], [-0.474, -3.789, 0.455], [-1.365, -2.802, 0.070], [-2.654, 0.055, 1.060], [-2.314, 1.514, 1.045], [-3.235, 2.571, 1.160], [-2.651, 3.743, 1.009], [-1.373, 3.475, 0.779], [-1.099, 2.144, 0.795], [0.262, 1.667, 0.583], [0.783, 0.610, 1.325], [2.098, 0.212, 1.148], [2.686, -0.788, 1.862], [1.924, -1.482, 2.819], [2.927, 0.862, 0.208], [4.261, 0.522, 0.088], [4.553, -0.800, -0.319], [2.398, 1.919, -0.541], [3.038, 2.668, -1.477], [4.372, 2.406, -1.858], [1.073, 2.307, -0.339], [-5.066, -1.732, -1.341], [-4.197, -1.051, -2.716], [-5.731, -0.347, -2.217], [-4.809, 0.429, -0.113], [-3.807, 1.060, -1.431], [-1.246, 0.330, -1.181], [-2.151, -0.871, -2.113], [0.886, -0.865, -1.523], [2.321, -2.769, -0.780], [-0.803, -4.645, 1.031], [-2.411, -2.859, 0.323], [-1.826, -0.530, 1.463], [-3.526, -0.099, 1.702], [-4.287, 2.513, 1.358], [-0.709, 4.223, 0.658], [0.165, 0.135, 2.067], [2.600, -2.219, 3.248], [1.568, -0.814, 3.610], [1.075, -1.999, 2.361], [4.102, -1.018, -1.295], [5.637, -0.844, -0.405], [4.213, -1.536, 0.412], [5.055, 2.468, -1.010], [4.471, 1.427, -2.334], [4.613, 3.183, -2.584], [0.700, 3.116, -0.949]],
  "forces_ev_per_a": [[0.1, 0.2, 0.2], [-0.1, -0.2, -0.2], [0.0, -0.1, 0.0], [-0.1, 0.1, 0.0], [0.2, -0.2, 0.0], [-0.2, -0.1, 0.0], [0.1, 0.2, -0.2], [0.3, -0.4, 0.2], [-0.2, 0.0, 0.0], [0.1, 0.1, -0.1], [0.1, 0.0, 0.0], [0.4, 0.0, 0.0], [0.4, 0.0, 0.0], [-0.5, 0.7, 0.0], [0.2, -0.4, 0.0], [-0.6, 0.0, 0.1], [0.6, 0.0, -0.2], [0.0, -0.1, 0.1], [0.1, 0.0, 0.0], [0.2, 0.5, -0.4], [-0.2, -0.2, 0.2], [0.3, -0.1, -0.1], [-0.5, 0.3, 0.3], [0.1, -0.3, -0.1], [0.0, -0.1, 0.1], [-0.3, -0.1, 0.3], [0.5, 0.0, -0.1], [0.0, -0.1, 0.1], [0.0, -0.1, 0.0], [0.0, 0.0, -0.1], [-0.1, 0.0, -0.1], [0.0, 0.1, 0.0], [-0.1, 0.0, 0.1], [-0.1, -0.1, -0.1], [0.0, 0.1, 0.0], [0.1, 0.1, 0.0], [0.1, 0.1, -0.1], [-0.1, 0.0, 0.0], [-0.1, 0.0, 0.1], [-0.1, 0.0, 0.1], [0.1, 0.0, 0.0], [-0.3, 0.0, 0.0], [-0.1, -0.1, 0.1], [0.0, -0.1, 0.1], [-0.1, 0.0, 0.0], [0.0, 0.0, 0.0], [0.0, 0.0, 0.0], [0.0, 0.0, 0.0], [0.0, -0.1, 0.0], [0.0, 0.1, -0.1], [-0.1, 0.0, -0.1], [0.0, 0.0, 0.0], [0.0, -0.1, 0.0], [-0.1, 0.1, -0.1]],
  "nbo_charge": [-0.609, -0.211, -0.448, -0.254, 0.027, -0.259, 0.032, -0.435, 0.031, -0.267, -0.234, -0.184, -0.044, -0.258, -0.331, 0.179, -0.065, -0.332, 0.366, -0.513, -0.253, 0.118, -0.522, -0.251, 0.358, -0.509, -0.239, -0.295, 0.210, 0.199, 0.212, 0.194, 0.174, 0.192, 0.221, 0.222, 0.189, 0.191, 0.236, 0.211, 0.210, 0.205, 0.411, 0.227, 0.205, 0.177, 0.187, 0.163, 0.194, 0.200, 0.193, 0.172, 0.189, 0.221]
}

{
  "formula": "C21H26N5O3S2Sr",
  "method": "wB97M-V/def2-TZVPD",
  "gap_ev": [2.85, 6.66],
  "de_lowest_kcal_mol": 1.16,
  "total_charge": -2,
  "e_lumo_ev": [4.53, 4.53],
  "multiplicity": 2,
  "homo_energy_ev": [1.68, -2.14],
  "elements": ["Sr", "N", "C", "C", "N", "C", "C", "N", "H", "H", "H", "H", "H", "H", "H", "H", "H", "H", "H", "H", "H", "S", "C", "C", "C", "C", "C", "N", "H", "H", "H", "H", "O", "N", "C", "C", "C", "C", "C", "S", "H", "H", "H", "H", "O", "C", "O", "C", "C", "C", "C", "C", "C", "H", "H", "H", "H", "H"],
  "positions_angstrom": [[-0.647, 0.185, 1.166], [0.154, -2.113, 0.031], [1.433, -2.117, -0.663], [2.483, -1.367, 0.158], [2.072, -0.022, 0.543], [2.508, 1.064, -0.308], [1.704, 1.133, -1.607], [0.271, 1.167, -1.332], [0.239, -2.555, 0.958], [-0.576, -2.558, -0.514], [1.295, -1.647, -1.641], [1.826, -3.128, -0.849], [3.429, -1.346, -0.407], [2.669, -1.928, 1.077], [2.288, 0.141, 1.522], [3.578, 0.995, -0.568], [2.366, 1.998, 0.241], [1.920, 0.249, -2.209], [2.055, 2.000, -2.184], [-0.280, 0.859, -2.122], [-0.065, 2.097, -1.078], [-1.646, 3.361, 0.309], [-0.257, 3.649, 1.305], [0.303, 4.935, 1.483], [1.387, 5.102, 2.313], [1.928, 4.001, 2.980], [1.342, 2.771, 2.756], [0.301, 2.595, 1.937], [-0.143, 5.769, 0.960], [1.816, 6.089, 2.449], [2.773, 4.094, 3.648], [1.686, 1.859, 3.236], [-2.674, -1.170, 1.503], [-2.697, -2.477, 1.351], [-2.340, -3.234, 2.414], [-2.372, -4.601, 2.375], [-2.776, -5.219, 1.190], [-3.094, -4.443, 0.106], [-3.039, -3.029, 0.134], [-3.320, -2.055, -1.236], [-1.979, -2.658, 3.250], [-2.046, -5.157, 3.242], [-2.814, -6.299, 1.114], [-3.382, -4.884, -0.838], [0.494, -2.477, 2.831], [1.196, -1.485, 3.235], [0.730, -0.271, 3.181], [2.548, -1.689, 3.695], [3.385, -0.605, 4.134], [4.695, -0.809, 4.495], [5.283, -2.094, 4.456], [4.467, -3.175, 4.039], [3.157, -2.990, 3.677], [2.954, 0.387, 4.195], [5.287, 0.041, 4.825], [6.318, -2.246, 4.739], [4.886, -4.178, 4.004], [2.547, -3.828, 3.360]],
  "forces_ev_per_a": [[0.2, -0.1, 0.1], [0.0, -0.1, 0.0], [0.0, 0.0, 0.0], [0.0, 0.0, 0.0], [0.0, 0.0, 0.1], [0.0, 0.0, 0.0], [0.0, 0.0, 0.0], [0.0, 0.0, 0.0], [0.0, 0.0, 0.0], [0.0, 0.0, 0.0], [0.0, 0.0, 0.0], [0.0, 0.0, 0.0], [0.0, 0.0, 0.0], [0.0, 0.0, 0.0], [0.1, 0.0, 0.0], [0.0, 0.0, 0.0], [0.0, 0.0, 0.0], [0.0, 0.0, 0.0], [0.0, 0.0, 0.0], [0.0, 0.0, 0.0], [0.0, 0.0, 0.0], [0.0, 0.0, 0.0], [0.0, 0.0, 0.0], [0.0, 0.0, 0.0], [0.0, 0.0, 0.0], [0.0, 0.0, 0.0], [0.0, 0.0, 0.0], [-0.1, 0.1, 0.0], [0.0, 0.0, 0.0], [0.0, 0.0, 0.0], [0.0, 0.0, 0.0], [0.0, 0.0, 0.0], [0.0, 0.0, 0.0], [0.0, 0.0, -0.1], [0.0, 0.0, 0.0], [0.0, 0.0, 0.0], [0.0, 0.0, 0.0], [0.0, 0.0, 0.0], [0.0, 0.0, 0.0], [0.0, 0.0, 0.0], [0.0, 0.0, 0.0], [0.0, 0.0, 0.0], [0.0, 0.0, 0.0], [0.0, 0.0, 0.0], [0.0, 0.0, 0.0], [-0.1, 0.0, 0.0], [0.0, 0.1, -0.1], [0.0, 0.0, 0.0], [0.0, -0.1, 0.0], [0.0, 0.0, 0.0], [0.0, 0.0, 0.0], [0.0, 0.0, 0.0], [0.0, 0.0, 0.0], [0.0, 0.0, 0.0], [0.0, 0.0, 0.0], [0.0, 0.0, 0.0], [0.0, 0.0, 0.0], [0.0, 0.0, 0.0]],
  "nbo_charge": [1.811, -0.942, -0.210, -0.244, -0.694, -0.221, -0.223, -0.908, 0.426, 0.383, 0.164, 0.158, 0.156, 0.246, 0.419, 0.154, 0.205, 0.179, 0.160, 0.371, 0.398, -0.507, 0.074, -0.305, -0.179, -0.325, 0.049, -0.585, 0.210, 0.191, 0.204, 0.238, -0.718, -0.002, 0.046, -0.293, -0.206, -0.279, 0.020, -0.418, 0.256, 0.214, 0.195, 0.217, -0.859, 0.706, -0.945, -0.332, -0.198, -0.271, -0.402, -0.258, -0.235, 0.183, 0.173, 0.170, 0.172, 0.208]
}